# 1
Computed, not measured: C38H42AsFeN6O2PTe as an isolated structure, with the ωB97M-V functional and the def2-TZVPD basis.

Values from the calculation:
**Energy**: -6060.89281 Ha
**Gap between HOMO and LUMO (alpha / beta)**: 8.099 / 6.080 eV
**E_HOMO (alpha / beta)**: -10.48 / -10.31 eV
**Energy above the lowest of the compared OMol25 structures with the same formula, charge and spin**: 0.0 kcal/mol

Structure (ORCA input):
```
! RIJCOSX wB97M-V def2-TZVPD def2/J DEFGRID3
* xyz 1 2
Fe -0.947 -1.047 0.164
O -2.119 -0.432 2.788
N -0.922 -0.847 2.211
C -0.090 -1.173 3.119
C 1.273 -1.681 2.917
C 1.831 -2.308 4.028
C 3.078 -2.908 3.961
C 3.788 -2.864 2.776
C 3.254 -2.213 1.671
C 1.998 -1.617 1.720
P 1.347 -0.686 0.304
C 2.073 0.969 0.470
C 3.323 1.149 1.065
C 3.888 2.412 1.127
C 3.216 3.507 0.595
C 1.976 3.336 0.000
C 1.410 2.070 -0.058
C 2.228 -1.377 -1.142
C 2.358 -2.755 -1.315
C 2.929 -3.267 -2.470
C 3.351 -2.412 -3.480
C 3.208 -1.041 -3.324
C 2.654 -0.525 -2.160
H -2.751 -0.632 2.058
H -0.443 -1.108 4.144
H 1.266 -2.347 4.951
H 3.479 -3.421 4.823
H 4.756 -3.339 2.703
H 3.834 -2.168 0.759
H 3.856 0.308 1.490
H 4.855 2.543 1.595
H 3.662 4.491 0.645
H 1.438 4.183 -0.408
H 0.439 1.939 -0.520
H 2.035 -3.437 -0.538
H 3.048 -4.338 -2.579
H 3.801 -2.813 -4.378
H 3.539 -0.368 -4.104
H 2.564 0.548 -2.045
N -0.556 -3.367 -2.297
C -0.589 -2.093 -2.755
C -0.400 -1.878 -4.136
C -0.468 -0.617 -4.650
C -0.729 0.446 -3.785
C -0.903 0.162 -2.459
N -0.844 -1.074 -1.904
H -0.133 -4.058 -2.892
H -0.473 -3.502 -1.300
H -0.202 -2.731 -4.770
H -0.321 -0.450 -5.709
H -0.792 1.465 -4.137
H -1.096 0.958 -1.759
C 0.336 7.601 0.479
C -0.230 6.208 0.462
C -0.765 5.662 -0.698
C -1.321 4.386 -0.724
C -1.853 3.845 -2.022
C -1.344 3.647 0.459
Te -2.290 1.762 0.548
C -0.790 4.155 1.638
C -0.751 3.381 2.930
C -0.243 5.433 1.614
H 0.332 8.043 -0.516
H 1.362 7.605 0.849
H -0.248 8.247 1.135
H -0.753 6.245 -1.613
H -2.037 4.649 -2.733
H -2.794 3.301 -1.891
H -1.130 3.164 -2.479
H -0.970 2.317 2.805
H -1.471 3.778 3.648
H 0.240 3.450 3.380
H 0.188 5.832 2.527
N -0.760 -2.956 0.500
C -0.239 -3.898 0.977
N 0.218 -5.010 1.344
C 1.059 -5.261 2.330
N 1.802 -5.555 3.164
C -3.885 -3.075 -1.605
As -4.080 -2.358 0.142
C -3.975 -3.728 1.462
C -5.809 -1.567 0.257
O -2.969 -1.111 0.455
H -4.423 -4.020 -1.672
H -2.832 -3.238 -1.812
H -4.300 -2.361 -2.315
H -4.544 -4.596 1.134
H -4.391 -3.344 2.391
H -2.930 -3.995 1.600
H -6.577 -2.310 0.049
H -5.867 -0.759 -0.470
H -5.944 -1.164 1.259
*
```

=====

# 2
Computed, not measured: C34H25Cl3N3OPRhSi as an isolated structure, with the ωB97M-V functional and the def2-TZVPD basis.

Values from the calculation:
**Energy**: -3672.07401 Ha
**Gap between HOMO and LUMO (alpha / beta)**: 6.314 / 7.636 eV
**E_HOMO (alpha / beta)**: -9.28 / -11.66 eV
**Energy above the lowest of the compared OMol25 structures with the same formula, charge and spin**: 0.0 kcal/mol

Structure (ORCA input):
```
! RIJCOSX wB97M-V def2-TZVPD def2/J DEFGRID3
* xyz 1 5
Rh 0.475 0.354 0.039
C 1.928 -3.864 0.688
C 0.868 -4.634 0.246
C -0.281 -4.008 -0.208
C -0.345 -2.623 -0.197
N 0.689 -1.884 0.230
C 1.799 -2.487 0.654
C -1.536 -1.874 -0.681
C -2.742 -2.485 -0.988
C -3.794 -1.698 -1.426
C -3.619 -0.334 -1.566
C -2.382 0.213 -1.250
N -1.386 -0.554 -0.808
C -2.067 1.661 -1.388
C -2.862 2.524 -2.126
C -2.475 3.849 -2.254
C -1.304 4.267 -1.648
C -0.563 3.341 -0.934
N -0.939 2.072 -0.796
H 2.845 -4.312 1.043
H 0.935 -5.714 0.243
H -1.107 -4.595 -0.578
H 2.609 -1.839 0.965
H -2.872 -3.550 -0.870
H -4.749 -2.150 -1.654
H -4.434 0.291 -1.896
H -3.753 2.167 -2.619
H -3.075 4.538 -2.833
H -0.954 5.286 -1.734
H 0.373 3.618 -0.468
O -1.858 -1.132 2.296
C -1.394 -0.060 2.461
C -0.801 0.568 3.657
C -1.465 0.391 4.873
C -1.029 1.071 5.996
C 0.069 1.921 5.913
C 0.732 2.087 4.707
C 0.305 1.417 3.565
P 1.239 1.578 2.012
C 1.674 3.338 2.006
C 2.977 3.810 1.888
C 3.217 5.177 1.843
C 2.164 6.075 1.918
C 0.861 5.609 2.043
C 0.616 4.247 2.083
C 2.754 0.613 2.287
C 3.732 0.614 1.287
C 4.839 -0.215 1.387
C 4.974 -1.063 2.478
C 4.002 -1.077 3.469
C 2.895 -0.246 3.378
H -2.321 -0.268 4.920
H -1.543 0.940 6.938
H 0.409 2.451 6.792
H 1.593 2.742 4.651
H 3.809 3.121 1.841
H 4.233 5.538 1.752
H 2.357 7.139 1.884
H 0.037 6.307 2.112
H -0.402 3.886 2.182
H 3.635 1.267 0.428
H 5.587 -0.201 0.606
H 5.838 -1.710 2.555
H 4.107 -1.736 4.322
H 2.145 -0.271 4.157
Cl 2.850 2.708 -1.803
Si 1.872 0.861 -1.859
Cl 3.385 -0.520 -2.217
Cl 0.743 0.920 -3.600
*
```

=====

# 3
Computed, not measured: C27H35BaN4O6P as an isolated structure, with the ωB97M-V functional and the def2-TZVPD basis.

Values from the calculation:
**Energy**: -2086.88936 Ha
**Gap between HOMO and LUMO (alpha / beta)**: 4.304 / 4.307 eV
**E_HOMO (alpha / beta)**: -5.52 / -5.52 eV
**Energy above the lowest of the compared OMol25 structures with the same formula, charge and spin**: 0.0 kcal/mol

Structure (ORCA input):
```
! RIJCOSX wB97M-V def2-TZVPD def2/J DEFGRID3
* xyz 0 1
O -0.526 -4.813 -4.846
H -0.696 -4.989 -5.779
Ba -0.253 -0.963 -1.135
N 2.291 -1.333 -0.342
N 0.624 -3.367 -1.178
N 0.918 1.095 -2.309
N -0.729 -0.667 -3.588
O 2.994 -0.356 0.075
O 1.604 2.000 -1.508
O -1.857 -1.496 -3.717
O -0.659 -3.603 -1.160
C 1.232 -3.459 0.045
C 2.156 -2.410 0.492
C -0.110 1.615 -2.969
C -1.068 0.644 -3.572
C 2.984 -2.489 1.693
H 2.812 -1.655 2.386
H 4.027 -2.443 1.362
H 2.799 -3.431 2.194
C 0.848 -4.655 0.806
H 0.905 -5.463 0.070
H -0.186 -4.642 1.186
H 1.536 -4.852 1.613
C -0.298 3.089 -3.182
C -2.338 1.109 -4.249
H 0.671 3.586 -3.032
H -1.046 3.527 -2.500
H -0.636 3.225 -4.218
H -3.139 0.351 -4.201
H -2.081 1.296 -5.304
H -2.715 2.059 -3.834
H 2.258 1.460 -1.011
H -1.604 -2.403 -3.489
C 0.658 -4.016 -4.746
H 1.046 -4.156 -3.736
H 0.436 -2.959 -4.926
H 1.434 -4.321 -5.458
O 2.763 -0.943 -3.134
H 2.513 -0.015 -3.226
H 3.188 -1.035 -2.265
C 3.065 0.866 4.335
C 1.900 0.173 4.670
C 0.850 0.066 3.758
C 0.935 0.726 2.521
C 2.138 1.355 2.156
C 3.180 1.454 3.074
P -0.448 0.682 1.356
C -1.841 0.300 2.432
C -2.553 -0.917 2.375
C -3.523 -1.158 3.352
C -3.771 -0.213 4.357
C -3.054 0.988 4.400
C -2.087 1.249 3.433
C -0.836 2.371 0.764
C -1.985 2.560 -0.034
C -2.353 3.852 -0.417
C -1.564 4.950 -0.046
C -0.399 4.753 0.695
C -0.037 3.469 1.105
H 3.878 0.957 5.059
H 1.790 -0.285 5.651
H -0.055 -0.486 4.021
H 2.229 1.843 1.186
H 4.079 1.996 2.789
H -2.337 -1.655 1.592
H -4.082 -2.094 3.336
H -4.523 -0.411 5.122
H -3.224 1.729 5.181
H -1.499 2.171 3.459
H -2.599 1.701 -0.336
H -3.267 4.004 -0.999
H -1.858 5.961 -0.342
H 0.236 5.595 0.976
H 0.859 3.324 1.704
*
```

=====

# 4
Computed, not measured: an isolated ion of composition C5H12N and charge +1, with the ωB97M-V functional and the def2-TZVPD basis.

Values from the calculation:
**Energy**: -252.14272 Ha
**Gap between HOMO and LUMO**: 10.008 eV
**SMILES**: C=C(C)[C@@H](C)[NH3+]
**E_HOMO**: -13.77 eV
**Energy above the lowest of the compared OMol25 structures with the same formula, charge and spin**: 55.5 kcal/mol

Structure (ORCA input):
```
! RIJCOSX wB97M-V def2-TZVPD def2/J DEFGRID3
* xyz 1 1
C 2.009 -0.855 -0.594
C 0.983 -0.046 -0.284
C 1.131 1.066 0.716
C -0.469 -0.450 -0.513
C -1.237 -0.932 0.823
N -1.284 0.755 -0.809
H 1.857 -1.698 -1.287
H 2.954 -0.666 -0.211
H 1.103 1.953 0.097
H 2.109 1.029 1.239
H 0.241 1.208 1.273
H -0.407 -1.303 -1.314
H -0.788 -0.675 1.692
H -1.274 -2.000 0.907
H -2.202 -0.590 0.906
H -1.208 1.095 -1.747
H -1.243 1.485 0.010
H -2.272 0.624 -0.904
*
```